# C49H66O15S4

5 unconnected molecules or ions with the total composition C49H66O15S4 (ωB97M-V with the def2-TZVPD basis set, the Open Molecules 2025 dataset).

Last column: Mulliken charge in e.
Element x y z (Å)
C 5.51493 -1.07962 3.94091  -0.878
C 6.59850 -0.74545 2.80512  -0.629
C 5.88316 0.08622 1.59875  0.458
O 6.71322 1.16651 1.11243  -0.441
C 5.91316 2.12630 0.33552  -0.681
C 5.45842 1.35874 -0.99147  0.191
C 6.61477 0.92436 -1.97047  -0.447
C 6.34112 0.16148 -3.31570  -0.611
C 4.85190 -0.19271 -3.61791  -0.580
C 3.70407 0.24186 -2.64170  0.308
C 3.97488 1.05135 -1.31219  0.661
C 2.73062 1.50341 -0.38480  0.351
O 2.70632 2.62782 0.19902  -0.632
C 1.50503 0.45602 -0.29316  -0.101
C 0.63196 0.27575 0.99653  1.259
C 0.88424 1.16697 2.29653  -0.823
O 0.66151 0.47728 3.55472  -0.245
C 1.72638 0.66479 4.47793  0.644
C 2.22002 -0.67542 5.25274  -0.744
O 2.27432 1.75179 4.77093  -0.544
C -0.51890 -0.79728 0.91369  0.666
C -1.53928 -1.10289 2.10141  -1.033
C -2.42233 0.14779 2.57315  -0.521
C -3.41102 0.72787 1.43906  -0.818
C -4.36323 -0.36887 0.77759  0.717
C -5.32772 -1.31575 1.53045  -0.122
C -6.24838 -2.36206 0.79886  -0.537
C -6.21902 -2.48577 -0.76075  -0.540
C -5.25612 -1.50270 -1.52665  -0.460
C -4.34294 -0.46609 -0.78635  -0.532
C -0.72724 -1.63670 -0.40476  -0.948
C 0.15024 -1.45200 -1.68311  -0.080
C -0.18044 -2.39211 -2.93198  -0.355
C -0.12218 -3.94611 -2.43746  -0.370
O 0.95858 -4.69232 -3.12558  -0.368
C 1.58488 -5.56029 -2.16031  0.172
O 0.96636 -6.45543 -1.52893  -0.454
C 1.26079 -0.37138 -1.61832  -0.140
C 2.16047 -0.10542 -2.92266  0.111
O 1.71049 -0.11936 -4.10263  -0.679
H 6.03937 -1.63737 4.78812  0.294
H 4.94456 -0.14768 4.28307  0.280
H 4.73806 -1.80809 3.49538  0.232
H 7.55332 -0.24567 3.17955  0.302
H 6.92557 -1.76484 2.36148  0.242
H 4.87571 0.53064 1.91745  -0.238
H 5.64297 -0.71367 0.79448  0.156
H 5.06010 2.50876 0.98925  0.279
H 6.66243 2.95320 0.03921  0.369
H 7.72006 1.16024 -1.74037  0.345
H 7.21494 -0.10634 -4.01761  0.330
H 4.62707 -0.76494 -4.59430  0.338
H 2.00425 1.46245 2.27298  0.340
H 0.28086 2.13028 2.17814  0.260
H 2.92199 -1.23575 4.55009  0.034
H 1.26491 -1.32545 5.34210  0.343
H 2.66769 -0.39730 6.26111  0.309
H -0.90315 -1.44236 3.00898  0.328
H -2.19865 -1.99242 1.82310  0.407
H -3.11112 -0.24575 3.41981  0.423
H -1.80827 0.99232 3.06682  0.302
H -2.77147 1.31260 0.69352  0.247
H -4.10702 1.47730 1.98041  0.366
H -5.40419 -1.26157 2.66401  0.321
H -6.95459 -3.04592 1.39293  0.371
H -6.85601 -3.26036 -1.32467  0.318
H -5.22674 -1.55583 -2.67722  0.318
H -3.68546 0.19682 -1.45617  0.281
H -1.56653 -2.40554 -0.43788  0.323
H 0.58996 -2.31014 -3.76976  0.215
H -1.26069 -2.18719 -3.27590  0.348
H -1.10665 -4.49949 -2.62574  0.228
H 0.10015 -4.04519 -1.31809  0.356
H 2.71216 -5.47745 -1.95292  0.373
C 1.25351 3.21357 -4.16158  -0.287
C 1.97522 2.63324 -5.37855  -0.504
C 1.52510 3.43168 -6.60371  -0.780
S 1.09276 5.06200 -6.00638  1.213
O -0.32602 5.25997 -6.19415  -0.687
O 2.07358 6.01722 -6.47350  -0.681
C 1.39344 4.72509 -4.28053  -0.590
H 1.67672 2.84414 -3.22467  -0.064
H 0.19592 2.93130 -4.19001  0.329
H 3.05714 2.74100 -5.24585  0.278
H 1.76545 1.57030 -5.50259  0.291
H 2.32174 3.51710 -7.34364  0.397
H 0.63697 2.99365 -7.06265  0.388
H 0.68002 5.27223 -3.66458  0.464
H 2.41244 5.04507 -4.05094  0.215
C 0.02338 -10.35317 0.67499  -0.636
C -1.16580 -10.71964 1.56520  -0.644
C -1.07343 -9.86332 2.82943  -0.628
S -0.21887 -8.36360 2.35639  1.158
O 1.04991 -8.32003 3.04672  -0.665
O -1.14907 -7.25707 2.38203  -0.664
C 0.07535 -8.83112 0.66020  -0.581
H -0.08376 -10.76042 -0.33255  0.333
H 0.94568 -10.75562 1.10674  0.330
H -2.09856 -10.49702 1.03669  0.296
H -1.17443 -11.78426 1.81022  0.323
H -2.06073 -9.60980 3.21711  0.339
H -0.48502 -10.35699 3.60489  0.353
H 1.03473 -8.43712 0.32659  0.345
H -0.73296 -8.41567 0.05454  0.346
C -10.32025 1.57051 3.92096  -0.575
C -10.41370 0.09974 3.50957  -0.691
C -9.19684 -0.21047 2.63548  -0.512
S -7.90559 0.91135 3.16010  1.282
O -7.61243 1.81582 2.07319  -0.684
O -6.87237 0.16337 3.84255  -0.677
C -8.88149 1.78258 4.37313  -0.797
H -11.02996 1.81569 4.71382  0.350
H -10.54058 2.20960 3.05969  0.291
H -10.39482 -0.53068 4.40470  0.309
H -11.34444 -0.11313 2.97886  0.334
H -8.85804 -1.23862 2.76724  0.254
H -9.40239 -0.01902 1.58085  0.371
H -8.58998 2.83225 4.40104  0.403
H -8.70129 1.31581 5.34421  0.342
C 3.35581 7.71131 -2.94178  -0.548
C 2.15973 7.35339 -2.05720  -0.372
C 2.24824 8.21341 -0.79522  -0.727
S 3.11232 9.70762 -1.26793  1.143
O 4.37711 9.74797 -0.57061  -0.654
O 2.18741 10.81828 -1.25196  -0.669
C 3.41459 9.23283 -2.96114  -0.803
H 3.25283 7.30121 -3.94912  0.306
H 4.27383 7.30607 -2.50320  0.293
H 1.23100 7.57861 -2.59217  0.239
H 2.14489 6.28950 -1.80865  0.316
H 1.25976 8.47254 -0.41435  0.368
H 2.82963 7.71956 -0.01459  0.357
H 4.37798 9.62149 -3.29018  0.433
H 2.61153 9.64986 -3.57297  0.370

Cartesian forces (eV/Å) of the 3 atoms listed first:
C 0.28 -0.31 -0.65
C -0.63 -0.43 -0.76
C -0.07 -1.07 0.47

* HOMO-LUMO gap: 7.05 eV
* DFT total energy: -4627.4652 Eh
* maximum force: 4.90 eV/Å
* SMILES: CCCOCc1cccc2c1C(=O)c1c(COC(C)=O)c(CCCc3ccccc3)cc(CCOC=O)c1C2=O.O=S1(=O)CCCC1.O=S1(=O)CCCC1.O=S1(=O)CCCC1.O=S1(=O)CCCC1